[1]
# C12H20FN4O6PS

A cluster of 2 separate species, C12H20FN4O6PS in total (ωB97M-V/def2-TZVPD, the OMol25 dataset).

HOMO energy: -9.248 eV
LUMO level: 0.16 eV
Structure (SMILES): CC[C@@H](F)[PH](CCSc1nnco1)(N=C=O)ON=O.CCOC(C)=O

```
45
Properties=species:S:1:pos:R:3:mulliken_charge:R:1
C 0.16348 0.96932 -1.91333 -0.986
C -1.30286 0.64103 -2.20742 -0.509
C -2.01318 -0.09699 -1.09506 -0.135
F -3.31927 -0.37625 -1.49320 -0.373
P -1.26301 -1.69821 -0.51410 0.777
C 0.42057 -1.63630 0.18426 -0.647
C 0.73094 -2.77779 1.14651 -0.817
S 0.38038 -4.43609 0.50025 -0.179
C 2.00263 -4.96975 0.19648 0.460
N 3.12371 -4.34729 0.30734 -0.158
N 4.10225 -5.26471 -0.09207 -0.545
C 3.48009 -6.33747 -0.40496 0.099
O 2.13407 -6.24229 -0.23992 -0.284
N -0.60982 -2.12626 -2.20982 -0.549
C -1.32664 -2.82111 -2.89778 0.668
O -2.02135 -3.45704 -3.58630 -0.494
O -1.85474 -1.47622 1.16034 -0.388
N -3.23715 -1.24162 1.30597 0.160
O -3.84273 -2.23692 1.39604 -0.323
H 0.82085 0.26962 -2.43086 0.345
H 0.38023 1.94396 -2.33097 0.414
H 0.39145 0.99996 -0.85021 0.070
H -1.84454 1.58526 -2.31415 0.450
H -1.43764 0.11332 -3.14912 0.336
H -2.06674 0.56520 -0.22775 0.501
H -2.00589 -2.87683 -0.56454 -0.054
H 1.14874 -1.53032 -0.61233 0.426
H 0.43165 -0.72166 0.78267 0.279
H 1.78317 -2.75783 1.42519 0.547
H 0.15731 -2.68024 2.06437 0.515
H 3.90910 -7.25392 -0.76825 0.416
C -0.37340 4.01046 2.99161 -0.999
C 0.78032 3.60427 2.09927 -0.427
O 0.35076 3.30513 0.76593 -0.354
C 0.19612 4.24903 -0.18723 0.868
C 0.22589 5.70894 0.19612 -1.227
O -0.02579 3.88988 -1.31083 -0.519
H -0.84683 4.92881 2.64417 0.273
H -0.02442 4.16924 4.01204 0.382
H -1.13470 3.23037 2.99900 0.301
H 1.57658 4.34942 2.08776 0.349
H 1.22267 2.67770 2.46197 0.343
H -0.79618 6.03745 0.38160 0.293
H 0.62489 6.26801 -0.64618 0.335
H 0.83564 5.93301 1.06716 0.361
```

***

[2]
# C15H12CuNO4S

A structure of composition C15H12CuNO4S at a distorted geometry (ωB97M-V/def2-TZVPD, the OMol25 dataset).

HOMO energy: -8.413 eV
LUMO level: -0.58 eV

```
34
Properties=species:S:1:pos:R:3:mulliken_charge:R:1
Cu 0.99505 0.69648 -2.47410 -0.218
C 4.54708 -0.79469 -1.05372 -1.540
C 3.14630 -0.25555 -1.04994 1.058
O 2.74808 0.36745 -2.05032 -0.451
C 2.29067 -0.53649 0.11021 0.535
C 2.49312 -1.67459 0.89989 -0.453
C 1.58999 -2.01279 1.89021 -0.668
C 0.48056 -1.21459 2.12497 -0.659
C 0.31325 -0.03991 1.40860 -0.664
C 1.21019 0.30157 0.41500 -0.435
H 5.09231 -0.35423 -1.88366 0.366
H 4.51646 -1.87476 -1.19968 0.352
H 5.05430 -0.58379 -0.11494 0.396
H 3.34058 -2.31914 0.72703 0.337
H 1.75146 -2.90152 2.48397 0.391
H -0.24671 -1.49446 2.87109 0.432
H -0.51045 0.62112 1.63212 0.576
H 1.09283 1.25152 -0.09403 0.765
O -0.57219 -0.52381 -2.41380 -0.843
C -1.15875 0.44802 -1.88036 1.325
N -0.68336 1.66835 -2.03279 -0.664
S -1.42323 2.74083 -1.00423 1.184
O -0.47275 3.16180 -0.01127 -0.603
O -2.13892 3.76335 -1.70212 -0.705
C -2.51454 1.51318 -0.27360 0.050
C -3.33929 1.57599 0.82393 -0.544
C -3.92177 0.39204 1.26582 -0.468
C -3.69473 -0.80399 0.60101 -0.509
C -2.85587 -0.86143 -0.50064 -0.615
C -2.26184 0.31676 -0.92241 0.468
H -3.49885 2.51008 1.33618 0.472
H -4.55390 0.40377 2.14122 0.421
H -4.16500 -1.70717 0.95803 0.407
H -2.65008 -1.77938 -1.02768 0.501
```

***

[3]
# C19H26N8O4OsPSe

A structure of composition C19H26N8O4OsPSe (ωB97M-V/def2-TZVPD, the OMol25 dataset).

2S+1: 5
HOMO energy (alpha / beta): -17.997 / -18.595 eV
LUMO level (alpha / beta): -11.10 / -12.20 eV
Net charge: +3

```
60
Properties=species:S:1:pos:R:3:mulliken_spin:R:1
Os 0.58221 -1.19354 0.74290 3.481
N -0.38488 -4.59358 -1.50865 0.014
C -0.79799 -3.69208 -0.64164 -0.026
N 0.25151 -2.91268 -0.35039 0.046
C 1.29155 -3.42728 -1.10941 0.043
N 0.91843 -4.44934 -1.81693 0.001
C 2.62497 -2.83076 -1.01614 -0.047
C 3.73169 -3.27097 -1.71640 0.002
N 4.92219 -2.68753 -1.58429 0.000
C 4.99071 -1.66385 -0.74519 0.004
C 3.89039 -1.19779 -0.02874 -0.012
N 2.71107 -1.79107 -0.17016 0.090
H -0.91814 -5.34454 -1.93497 0.000
H -1.80020 -3.61495 -0.25095 0.001
H 3.65852 -4.10937 -2.40010 0.001
H 5.95739 -1.18727 -0.63141 0.001
H 3.95813 -0.35654 0.64690 0.005
Se 1.46462 1.71098 3.21558 0.005
N 1.26731 0.90670 4.74874 0.034
C 1.05434 -0.39288 4.56601 0.006
C 0.78560 -1.43168 5.50421 0.032
C 0.51872 -2.68088 4.99788 -0.006
C 0.47177 -2.93546 3.60720 0.014
N 0.75242 -1.99616 2.70930 -0.049
C 1.07351 -0.76944 3.20943 0.004
N 1.30775 0.16275 2.29506 0.046
H 0.77983 -1.23192 6.56883 0.000
H 0.30359 -3.50470 5.66447 0.000
H 0.19849 -3.91591 3.23857 0.000
C -4.00708 0.97461 -0.97111 0.000
C -2.90972 0.58518 -1.93408 0.004
C -3.11012 1.14062 -3.32403 0.000
C -2.62162 -0.90141 -1.93806 0.002
O -1.63834 1.30461 -1.44919 0.006
P -0.66425 1.01668 -0.32417 -0.034
O -1.15885 0.26261 0.91196 0.168
O 0.46029 -0.08923 -0.79243 0.179
O 0.15865 2.25965 0.01291 -0.017
C 0.01713 3.75329 -0.42534 -0.001
C 0.35850 3.80976 -1.89525 0.001
C 1.04930 4.44150 0.43576 0.001
C -1.39148 4.19404 -0.10365 0.001
H -4.93907 0.51071 -1.29542 0.000
H -4.15703 2.05331 -0.96818 0.000
H -3.79157 0.63579 0.04293 0.001
H -4.02118 0.71600 -3.74600 0.000
H -2.27613 0.88738 -3.97761 0.000
H -3.22666 2.22296 -3.29384 0.000
H -3.48045 -1.41830 -2.36677 0.000
H -2.48798 -1.26762 -0.91618 0.000
H -1.74697 -1.12843 -2.55065 -0.003
H 1.35755 3.41690 -2.08247 0.000
H 0.34530 4.85398 -2.20922 0.000
H -0.36782 3.27120 -2.50123 0.000
H 2.04394 4.02820 0.26849 0.000
H 0.78666 4.37982 1.49288 0.000
H 1.07734 5.49842 0.17141 0.000
H -2.12837 3.68966 -0.72584 0.000
H -1.46793 5.26309 -0.30469 0.000
H -1.62757 4.03677 0.94939 0.000
```

***

[4]
# C4H8S3

A cluster of 2 separate species, C4H8S3 in total at a distorted geometry (ωB97M-V/def2-TZVPD, the OMol25 dataset).

HOMO energy: -8.828 eV
LUMO level: -0.57 eV
Structure (SMILES): S=C(S)S.C=CC

```
15
Properties=species:S:1:pos:R:3:mulliken_charge:R:1
S 2.57333 -2.17973 0.45490 -0.150
C 2.32203 -1.13443 -0.79806 0.180
S 2.64687 0.52180 -0.94434 -0.171
S 1.90506 -1.80694 -2.52054 -0.209
H 2.62612 0.64614 -2.30599 0.162
H 1.09385 -2.70181 -1.91276 0.161
C -0.16472 -0.27381 1.80226 -0.819
C -0.78537 0.18944 0.67930 0.058
C -0.73920 1.61418 0.32931 -0.893
H 0.36906 0.32734 2.54684 0.258
H -0.30523 -1.41503 2.04267 0.231
H -1.28054 -0.54400 0.15092 0.418
H 0.11615 1.99146 -0.25149 0.186
H -0.83726 2.12684 1.27546 0.313
H -1.72561 1.82525 -0.15143 0.276
```

***

[5]
# C46H92O16

A cluster of 12 separate species, C46H92O16 in total at a distorted geometry (ωB97M-V/def2-TZVPD, the OMol25 dataset).

HOMO energy: -9.258 eV
LUMO level: 0.56 eV
Structure (SMILES): COC(=O)OC.COC(=O)OC.C1CCOC1.C1CCOC1.C1CCOC1.C1CCOC1.C1CCOC1.C1CCOC1.C1CCOC1.C1CCOC1.C1CCOC1.C1CCOC1

```
154
Properties=species:S:1:pos:R:3:mulliken_charge:R:1
C -8.11975 17.06801 13.64908 -0.902
O -7.61041 16.93058 14.98617 -0.430
C -8.15849 16.00723 15.72573 0.732
O -8.99676 15.21874 15.36575 -0.563
O -7.66558 16.18142 16.94277 -0.309
C -7.93539 15.05611 17.81108 -0.638
H -9.06733 17.55776 13.78490 0.674
H -8.33381 16.13129 13.18036 0.301
H -7.44908 17.72052 13.08377 0.195
H -8.77711 14.46374 17.47025 0.175
H -8.10592 15.39416 18.80898 0.270
H -7.01671 14.45850 17.73565 0.298
C -18.31610 18.26185 10.98803 -0.710
O -18.19737 16.95328 10.41117 -0.358
C -18.79412 15.86228 10.91112 0.958
O -19.38502 15.72420 11.94387 -0.590
O -18.47745 14.84816 10.12485 -0.300
C -19.29891 13.69880 10.58996 -0.633
H -18.65485 18.22818 12.05897 0.315
H -19.02270 18.74354 10.40612 0.385
H -17.36839 18.75272 10.96293 0.192
H -20.38038 13.97571 10.67741 0.333
H -18.88154 13.19375 11.49257 0.143
H -19.32821 13.07616 9.69562 0.314
C -13.02972 13.51948 17.06213 -0.279
C -13.05410 15.07035 16.84549 0.561
C -11.58263 15.46530 17.09845 -0.270
O -11.03120 14.50667 17.99488 -0.537
C -11.52927 13.28806 17.37817 -0.393
H -13.38218 12.94910 16.21735 0.031
H -13.61092 13.20246 17.91527 0.363
H -13.79075 15.50620 17.53471 0.317
H -13.26641 15.38528 15.83208 -0.644
H -11.37477 16.48704 17.43077 0.564
H -11.06412 15.39551 16.15100 -0.126
H -11.34505 12.50479 18.07460 0.533
H -10.85175 13.09857 16.52995 -0.110
C -6.32647 14.10295 11.26848 0.459
C -5.97365 12.91292 12.29096 -0.409
C -5.70630 11.70481 11.44379 -0.540
O -5.82819 12.14190 10.05706 -0.518
C -6.68589 13.24320 10.03301 -0.139
H -5.44146 14.63190 11.00901 0.498
H -7.15477 14.70857 11.52544 -0.696
H -6.77102 12.79737 13.01600 0.094
H -5.12947 13.24781 12.87297 0.380
H -6.44721 10.97768 11.63037 0.318
H -4.69037 11.25447 11.54299 0.259
H -7.74904 12.83738 10.02941 0.021
H -6.63247 13.73903 9.04553 0.333
C -8.14665 19.46421 17.14150 0.079
C -6.79829 19.69103 16.43043 -0.551
C -7.27028 20.21926 15.07616 0.612
O -8.51331 20.94389 15.28358 -0.473
C -9.19301 20.24983 16.27898 -0.441
H -8.09594 19.75786 18.15636 0.504
H -8.44684 18.45393 17.06667 -0.452
H -6.10742 18.85343 16.33091 0.303
H -6.24886 20.50067 16.97805 0.291
H -7.50403 19.38555 14.41817 -0.625
H -6.61367 21.02312 14.64906 0.353
H -9.93742 19.57057 15.93902 0.153
H -9.78329 20.92549 16.93431 0.370
C -14.33938 11.44101 8.72051 -0.624
C -14.76280 12.92143 9.09617 -0.510
C -13.53218 13.78704 8.92789 0.936
O -12.43378 12.84937 8.83343 -0.333
C -12.94336 11.64761 8.13972 -0.595
H -15.10580 11.09338 8.03202 0.366
H -14.18390 10.77853 9.53641 0.265
H -15.13434 13.13807 10.04091 0.262
H -15.50212 13.38352 8.39953 0.367
H -13.18809 14.41076 9.75338 -1.070
H -13.62322 14.38223 7.98324 0.387
H -12.24328 10.83906 8.34139 0.381
H -12.91990 11.67881 7.04478 0.249
C -9.42216 17.12232 8.68820 -0.223
C -8.46833 18.29120 8.24629 -0.652
C -7.55847 18.41364 9.47438 -0.759
O -8.19615 17.82205 10.65330 -0.306
C -8.94807 16.66586 10.07622 1.154
H -9.50319 16.27282 8.04162 0.836
H -10.39363 17.63260 8.80058 -0.291
H -8.97444 19.21518 7.96184 0.300
H -7.92907 17.90565 7.35270 0.257
H -7.19753 19.42966 9.63583 0.414
H -6.69503 17.78514 9.26322 0.429
H -9.75290 16.54367 10.74634 -0.735
H -8.36235 15.76231 9.95823 -0.396
C -11.64605 13.42357 12.02488 2.416
C -11.79839 12.34682 13.13370 0.033
C -10.36108 12.00419 13.36619 -0.420
O -9.79518 11.89875 12.06939 -0.504
C -10.38117 13.00905 11.32917 -0.470
H -11.58545 14.43108 12.51201 -1.264
H -12.49633 13.37582 11.36982 -0.837
H -12.34065 11.48135 12.75497 0.403
H -12.31187 12.77132 13.98548 -0.394
H -10.22131 11.03783 13.85902 0.573
H -9.82885 12.72691 13.97190 -0.053
H -10.53014 12.62891 10.34461 0.373
H -9.66350 13.80331 11.30721 -0.082
C -16.75396 14.00287 14.58524 -0.088
C -17.50685 12.92330 15.32830 -0.704
C -16.33748 11.95120 15.54042 -0.151
O -15.60814 11.98196 14.33864 -0.443
C -15.94510 13.18219 13.60724 0.806
H -16.08187 14.47593 15.34669 0.002
H -17.35101 14.81067 14.15318 0.414
H -18.25514 12.36738 14.75591 0.243
H -17.94073 13.28172 16.26047 0.388
H -16.64588 10.88904 15.66806 0.322
H -15.63591 12.32427 16.30124 -0.010
H -16.63367 12.91147 12.77398 -0.195
H -14.99063 13.54006 13.25490 -0.586
C -13.75581 16.57844 12.89267 2.405
C -12.38219 17.08938 12.53527 -0.056
C -12.41153 17.12128 10.99705 1.359
O -13.80096 16.98031 10.61367 -0.562
C -14.57842 17.17518 11.82500 -0.061
H -14.15337 16.85852 13.89415 0.200
H -13.86894 15.43625 12.91265 -1.697
H -11.54382 16.55415 12.98833 -0.404
H -12.18715 18.07234 12.92614 0.355
H -11.91384 16.32435 10.52701 0.181
H -12.00944 18.03615 10.52491 -1.554
H -15.55820 16.66609 11.65636 0.079
H -14.79920 18.25931 12.03644 -0.176
C -15.86031 19.34946 14.47129 -0.109
C -15.34003 19.26180 15.98112 -0.742
C -13.86162 19.68689 15.94993 -0.169
O -13.88045 20.67508 14.87206 -0.572
C -14.64722 20.07266 13.86050 0.671
H -16.80911 19.89678 14.41430 0.376
H -15.96321 18.32537 14.06590 -0.185
H -15.58404 18.33693 16.58338 0.319
H -15.81652 20.07683 16.41702 0.368
H -13.20492 18.81787 15.85615 -0.156
H -13.53315 20.23084 16.80677 0.529
H -13.99840 19.32104 13.36736 -0.990
H -14.90705 20.85192 13.14711 0.587
C -10.96343 20.35084 11.98336 0.846
C -12.18161 20.69668 11.15208 -0.041
C -11.60846 20.60466 9.76809 -0.669
O -10.23459 20.88352 9.84777 -0.466
C -9.84150 21.02190 11.24016 -0.443
H -10.77834 19.29961 11.92676 -1.007
H -10.97752 20.65983 13.00563 0.579
H -12.50181 21.76811 11.22332 0.423
H -13.01238 19.97552 11.25846 -0.214
H -11.96641 21.33020 9.06646 0.401
H -11.75596 19.69575 9.22105 0.182
H -9.69185 22.10595 11.48933 0.313
H -8.94097 20.45263 11.41225 0.177
```

***

[6]
# C4H5N3O2

The molecule C4H5N3O2 at a distorted geometry (ωB97M-V/def2-TZVPD, the OMol25 dataset).

HOMO energy: -8.385 eV
LUMO level: 0.29 eV
Structure (SMILES): [H]/N=c1/ocnn1CC=O

```
14
Properties=species:S:1:pos:R:3:mulliken_charge:R:1
H 0.48819 2.20729 0.76769 0.224
N -0.41343 2.21393 0.28075 -0.699
C -0.91483 0.99803 0.13769 0.512
O -2.10124 0.82751 -0.53410 -0.329
C -2.29964 -0.47325 -0.58658 -0.011
N -1.31692 -1.17881 -0.14256 -0.822
N -0.37745 -0.27856 0.27466 0.661
C 0.92500 -0.72400 0.59056 -0.615
C 1.99249 -0.34261 -0.54425 0.057
O 2.06850 0.82654 -0.88034 -0.417
H -3.22076 -0.94995 -0.85598 0.426
H 1.33783 -0.34226 1.47548 0.336
H 0.91349 -1.80936 0.69670 0.337
H 2.91878 -0.97449 -0.67972 0.340
```